Molecular formula: C9H28O9
Method: DFT, ωB97M-V/def2-TZVPD

XYZ file:
```
46
Properties=species:S:1:pos:R:3:forces:R:3
C 15.430071 1.531538 -2.792723 1.00 1.09 0.44
O 15.933657 1.746439 -3.903734 1.35 -0.24 -3.75
O 14.661493 2.380496 -2.306723 -3.71 3.01 1.55
O 15.794662 0.612457 -2.040527 1.01 -3.89 1.81
C 9.545640 5.852121 1.898404 -2.00 -0.19 0.40
C 10.215035 5.546358 0.580692 0.86 0.30 1.50
O 11.573142 5.761825 0.845391 1.20 -0.18 -0.30
H 8.485010 5.691638 1.704992 -0.48 0.39 0.16
H 9.668539 6.826601 2.371027 0.23 0.38 -0.78
H 9.709678 5.193600 2.751377 0.74 -0.61 -0.48
H 9.938611 6.227773 -0.223893 -0.67 -0.18 -0.09
H 10.054584 4.494385 0.344677 -0.31 0.04 -0.37
H 12.068811 5.255556 0.197622 0.49 0.01 -0.07
C 12.536126 -5.509646 -4.776684 -0.61 0.14 0.21
C 12.887504 -4.063584 -4.502951 0.55 -0.28 -1.51
O 14.258654 -4.056783 -4.169672 0.27 -0.14 1.27
H 12.934012 -6.076392 -3.934904 0.24 -0.38 -0.35
H 12.901055 -5.796272 -5.762975 0.37 -0.35 0.32
H 11.461642 -5.692561 -4.787467 -0.17 0.20 -0.02
H 12.206392 -3.614901 -3.779851 0.27 0.19 0.14
H 12.936786 -3.529547 -5.451888 -1.27 0.44 -0.07
H 14.434639 -3.220984 -3.731411 0.42 0.28 0.04
C 12.567803 7.606731 -4.733996 -1.06 0.25 0.45
O 13.526069 6.718859 -5.158126 1.24 -0.28 -0.73
H 11.581957 7.209547 -4.975776 -0.44 0.07 0.23
H 12.639993 7.784548 -3.661029 -0.18 0.16 0.17
H 12.632634 8.568442 -5.242921 0.40 -0.01 -0.15
H 13.613409 6.006493 -4.520541 0.08 -0.29 0.04
C 9.348487 0.811013 -4.830160 0.10 0.75 0.16
O 10.155758 1.996332 -4.837367 -0.26 -0.67 -0.25
H 8.349557 1.216713 -4.669950 -0.28 -0.58 0.09
H 9.360953 0.241791 -5.759635 0.19 0.38 -0.46
H 9.605264 0.057082 -4.086008 0.08 0.38 0.46
H 10.944741 1.903837 -4.298341 0.27 -0.22 0.03
C 17.404849 8.763280 -1.083741 0.72 -0.17 0.83
O 17.310587 7.476492 -0.477220 -0.76 0.34 -0.89
H 16.482697 9.298882 -1.309237 -0.48 -0.26 0.49
H 17.960419 9.260536 -0.288640 0.12 0.84 -0.59
H 17.930632 8.756319 -2.038529 0.47 -0.16 0.06
H 16.715876 6.975089 -1.039831 -0.06 -0.64 0.11
C 12.418418 -2.528101 1.453166 -1.58 -0.95 0.51
O 13.376446 -1.579498 1.727347 0.42 0.47 0.22
H 12.454646 -3.116159 0.536122 0.99 -0.16 -0.02
H 12.336637 -3.146017 2.347369 0.67 -0.69 -0.14
H 11.367345 -2.240069 1.433729 -0.28 1.37 -0.23
H 13.704481 -1.097808 0.964477 -0.13 0.05 -0.43
```
Forces are in eV/Å.

Summary:
Net charge: -2
LUMO energy in eV: 4.350
Orbital gap in eV: 2.1
Highest occupied orbital energy in hartree: 0.082


Molecular formula: C24H27AsKN6
Method: DFT, ωB97M-V/def2-TZVPD

XYZ file:
```
59
Properties=species:S:1:pos:R:3:forces:R:3
K 0.193337 -1.673430 -2.579234 0.02 -0.44 -0.95
C 4.848127 -1.624336 -1.523382 0.10 0.03 0.05
C 3.601994 -1.652054 -2.128532 -0.04 -0.04 0.08
N 2.477797 -1.661233 -1.421163 0.47 -0.02 0.12
C 2.586823 -1.627018 -0.092880 -0.44 -0.02 0.21
C 3.843495 -1.595794 0.500146 0.23 0.03 0.06
N 4.973196 -1.596300 -0.202037 -0.21 -0.01 0.01
C 1.309942 -1.625615 0.717028 0.20 -0.04 -0.42
C 1.336403 -1.594701 2.101054 0.10 0.04 0.07
C 0.148313 -1.589153 2.819168 0.00 0.01 0.38
C -1.030646 -1.614871 2.085789 -0.11 0.03 0.08
C -0.984415 -1.646150 0.702557 -0.19 -0.05 -0.43
N 0.167244 -1.659165 0.025696 0.00 -0.01 0.42
C -2.249952 -1.675274 -0.126155 0.44 0.00 0.21
C -3.515915 -1.666352 0.448723 -0.22 0.02 0.06
N -4.635214 -1.692086 -0.268922 0.21 0.00 0.00
C -4.491753 -1.728150 -1.588608 -0.10 0.02 0.06
C -3.237412 -1.734886 -2.175755 0.06 -0.02 0.07
N -2.122586 -1.711481 -1.453055 -0.42 -0.02 0.10
C 0.139043 -1.556165 4.318712 0.00 -0.01 -0.44
C -1.047538 -1.546803 5.038094 -0.12 0.00 0.06
C -1.005654 -1.516248 6.423024 0.09 0.00 0.12
N 0.122169 -1.494382 7.132200 0.00 0.00 -0.27
C 1.258557 -1.503425 6.436391 -0.09 0.00 0.12
C 1.316937 -1.533319 5.052126 0.12 0.00 0.06
H 5.753418 -1.625278 -2.117977 0.02 0.00 0.05
H 3.518312 -1.674223 -3.210141 -0.02 0.00 0.02
H 3.949550 -1.570622 1.576418 0.10 0.00 -0.04
H 2.280147 -1.573155 2.620222 -0.03 0.00 -0.01
H -1.981265 -1.610639 2.592768 0.03 0.00 -0.01
H -3.637410 -1.636617 1.523249 -0.10 0.00 -0.04
H -5.388468 -1.751849 -2.195609 -0.02 0.00 0.05
H -3.138286 -1.763952 -3.256034 0.02 0.00 0.02
H -2.015452 -1.563516 4.557598 0.02 0.00 0.02
H -1.932788 -1.509796 6.984665 0.04 0.00 0.04
H 2.179032 -1.486565 7.008700 -0.04 0.00 0.04
H 2.290599 -1.539352 4.583147 -0.02 0.00 0.02
C 0.898616 2.899883 0.087881 0.04 0.10 0.08
C 1.001509 2.967358 -1.431806 0.06 -0.01 -0.01
As 0.156614 1.414070 -2.245779 -0.17 0.27 -0.04
C 0.312433 1.807978 -4.171336 0.04 0.09 0.01
C 0.246614 3.257215 -4.640028 0.06 0.02 -0.05
C -1.741173 1.804735 -1.879160 0.02 0.00 0.04
C -2.213380 3.253253 -1.898220 -0.05 0.01 0.06
H 1.394014 3.755192 0.549056 0.00 -0.01 0.00
H 1.364537 1.996332 0.486590 0.02 -0.03 -0.05
H -0.139348 2.907849 0.427133 -0.01 -0.01 -0.04
H 2.042134 2.964536 -1.757928 0.06 0.01 0.04
H 0.546828 3.873723 -1.827084 -0.03 0.06 0.04
H -0.451513 1.205654 -4.670122 -0.08 0.00 0.00
H 1.269520 1.367333 -4.459876 0.06 0.04 -0.06
H -0.719485 3.716469 -4.442302 -0.03 -0.04 0.00
H 0.423280 3.312485 -5.715785 -0.01 0.02 0.01
H 1.005812 3.872113 -4.155984 0.02 -0.03 0.00
H -1.923718 1.359986 -0.897953 -0.04 0.03 0.06
H -2.313005 1.193897 -2.581997 -0.02 0.02 -0.06
H -1.636693 3.878757 -1.216163 0.00 -0.03 0.02
H -3.256414 3.311561 -1.580829 0.01 0.02 -0.02
H -2.146844 3.703548 -2.886277 0.00 -0.05 -0.03
```
Forces are in eV/Å.

Summary:
Net charge: +1
LUMO energy in eV: -3.490
Orbital gap in eV: 7.8
Highest occupied orbital energy in hartree: -0.416


Molecular formula: C4H12N2O2
Method: DFT, ωB97M-V/def2-TZVPD

XYZ file:
```
20
Properties=species:S:1:pos:R:3:forces:R:3
C 0.362607 1.685753 -0.267412 -0.29 0.00 -0.61
C -0.390199 0.381351 -0.040242 -1.58 -1.09 -1.73
N -1.227820 0.439622 1.124317 0.01 -0.43 -0.59
C 0.460141 -0.860938 -0.111665 1.61 0.46 2.80
C 1.579838 -0.764615 1.061059 -0.66 -0.88 -1.30
O 2.878349 -0.628861 0.508684 0.30 0.42 -0.11
O -1.293027 0.154067 -1.341288 0.32 0.72 0.97
N -2.120012 -1.036203 -1.216687 0.56 0.91 -0.15
H 0.920813 2.012987 0.614394 -0.21 -0.26 0.02
H 1.067071 1.592929 -1.100175 -0.14 -0.09 0.08
H -0.339365 2.481895 -0.540961 0.05 -0.13 0.12
H -1.820738 1.263487 1.078000 0.14 0.02 0.04
H -1.853373 -0.370565 1.071278 0.26 0.21 0.23
H 0.974934 -0.957346 -1.070945 -0.14 0.11 0.19
H -0.117931 -1.763906 0.104793 -0.15 0.30 -0.31
H 1.410957 0.014194 1.808154 -0.41 0.03 -0.21
H 1.553655 -1.725995 1.581227 0.27 0.18 0.03
H 2.958171 0.266495 0.142099 -0.02 -0.42 0.17
H -3.067549 -0.668468 -1.302765 0.13 -0.07 0.02
H -1.936521 -1.515882 -2.101864 -0.03 0.02 0.36
```
Forces are in eV/Å.

Summary:
LUMO energy in eV: 0.915
Orbital gap in eV: 10.3
Highest occupied orbital energy in hartree: -0.344
Structure (SMILES): C[C@](N)(CCO)ON


Molecular formula: C28H27CeN3SSi
Method: DFT, ωB97M-V/def2-TZVPD

XYZ file:
```
61
Properties=species:S:1:pos:R:3:forces:R:3
C 1.190222 -1.287332 -0.831878 0.57 0.01 -1.34
C 0.353790 -0.626689 -1.789984 1.53 0.53 -0.82
C 0.992608 0.654805 -2.090285 0.69 -1.68 -0.88
H -0.686471 -0.889478 -2.035317 0.57 0.01 -0.25
C 2.217274 0.720328 -1.334987 -0.53 -0.73 -0.89
C 2.350334 -0.490372 -0.600216 -0.48 -0.20 -0.62
H 3.240416 -0.856553 -0.082304 -0.48 0.48 0.18
H 1.036625 -2.279816 -0.428569 -0.17 0.17 0.04
H 0.556073 1.419006 -2.734327 0.24 -0.21 0.17
H 2.950392 1.526672 -1.380022 -0.31 -0.22 0.05
Ce 0.029972 0.741649 0.110035 -1.38 1.50 3.09
C -4.532892 3.242477 0.167945 -0.23 0.20 -1.48
H -1.475621 1.283474 -3.608141 0.13 0.21 -0.28
H -3.908149 2.486786 0.594239 0.31 -0.61 0.49
H -3.906479 3.696429 -0.649810 -0.96 -0.54 0.68
Si -1.947313 2.587434 -3.001921 0.09 0.17 0.12
C -3.642944 2.805423 -3.875709 0.22 0.31 0.19
C -3.866438 2.100038 -5.086815 -0.35 -0.08 1.01
H -3.033044 1.649295 -5.626275 -0.14 -0.07 0.33
C -5.165802 1.903544 -5.542856 -0.03 0.44 0.25
H -5.339084 1.243277 -6.392728 -0.11 0.29 0.15
C -6.217622 2.541058 -4.874135 -0.07 0.09 0.02
H -7.242050 2.347063 -5.192443 0.22 0.14 0.07
C -5.974894 3.445859 -3.827743 0.24 0.02 -0.16
H -6.806943 4.005141 -3.382921 0.32 -0.24 -0.24
C -4.670993 3.615766 -3.330572 -0.35 -0.87 -0.58
H -4.491397 4.344529 -2.520675 -0.03 -0.67 -0.47
C -1.001251 4.068843 -3.782866 -0.25 0.68 1.00
C -1.605928 4.894641 -4.758032 0.58 0.56 -0.06
H -2.650627 4.775258 -5.065067 0.58 -0.46 -0.09
C -0.921659 6.013853 -5.270351 -0.02 -0.14 0.27
H -1.420172 6.614837 -6.050287 0.45 -0.31 0.47
C 0.337694 6.377252 -4.756834 -0.45 -0.20 -0.36
H 0.887413 7.213620 -5.219357 -0.31 -0.45 0.47
C 0.841686 5.684478 -3.647542 -0.21 0.21 -0.51
H 1.764376 6.052143 -3.203947 -0.17 -0.21 0.13
C 0.151928 4.576571 -3.144912 -0.06 0.37 -0.88
H 0.462474 4.157787 -2.197737 0.24 -0.36 0.01
H -5.476205 2.750529 -0.204643 1.08 0.72 0.20
H -4.754241 4.011997 0.889957 -0.21 0.18 0.33
N 0.035548 -1.609228 4.564049 -0.24 0.22 -0.19
C 0.910025 -2.632372 4.191815 -0.17 0.58 0.26
C 1.508341 -3.609488 4.978846 0.43 -0.52 -0.19
C 2.465680 -4.423323 4.350914 -0.80 0.58 0.38
C 2.740352 -4.261176 2.982839 -0.23 0.41 -0.42
C 2.123956 -3.263598 2.216747 0.04 -0.11 0.18
C 1.213867 -2.402534 2.839862 -0.16 0.23 0.62
N 0.549563 -1.243683 2.403269 -1.26 1.05 0.99
C -0.154458 -0.794755 3.478188 1.54 -2.15 -0.43
C -0.996493 0.382938 3.520162 -0.82 1.13 -0.74
C -1.864680 0.810802 4.505172 0.73 -0.23 -1.15
S -2.652384 2.271055 4.025785 0.88 -0.39 -0.69
C -1.772109 2.268545 2.532728 0.84 -1.79 0.89
N -0.960512 1.198861 2.376236 -1.57 1.64 1.79
H -0.408152 -1.504687 5.478991 0.40 -0.06 -0.62
H 1.232213 -3.709961 6.032731 0.26 -0.06 -0.39
H 2.993125 -5.181022 4.927776 -0.18 0.15 -0.18
H 3.458278 -4.934779 2.518795 -0.16 0.22 0.01
H 2.319564 -3.117844 1.163397 0.29 -0.22 0.02
H -2.046549 0.278208 5.427840 -0.23 0.34 0.01
H -1.797403 3.074370 1.807551 -0.35 -0.07 0.05
```
Forces are in eV/Å.

Summary:
Net charge: +1
LUMO energy (spin up / spin down) in eV: -3.806 / -3.745
Spin multiplicity: 2
Orbital gap (spin up / spin down) in eV: 4.8 / 4.8
Highest occupied orbital energy (spin up / spin down) in hartree: -0.315 / -0.315


Molecular formula: C2H3BrO
Method: DFT, ωB97M-V/def2-TZVPD

XYZ file:
```
7
Properties=species:S:1:pos:R:3:forces:R:3
Br -2.288389 0.318111 0.018560 -0.08 -0.26 -0.02
C -0.592592 -0.214139 -0.609157 3.69 1.81 3.29
C 0.836835 0.094306 0.562915 -3.79 -0.16 -3.24
O 0.181838 -1.093774 0.121790 -0.10 -0.91 -0.01
H -0.375568 -0.006175 -1.640862 0.01 -0.28 -0.22
H 1.740659 0.377938 0.061529 0.33 -0.17 -0.03
H 0.497217 0.523735 1.485224 -0.06 -0.03 0.23
```
Forces are in eV/Å.

Summary:
LUMO energy in eV: 0.869
Orbital gap in eV: 9.7
Highest occupied orbital energy in hartree: -0.325
Structure (SMILES): Br[C@H]1CO1


Molecular formula: C5H9Br
Method: DFT, ωB97M-V/def2-TZVPD

XYZ file:
```
15
Properties=species:S:1:pos:R:3:forces:R:3
C -2.106805 0.123641 -0.840480 -4.79 -10.13 -0.17
C -1.540020 1.298296 -0.818227 5.61 11.18 -0.05
C 1.350531 -0.354643 1.038628 -1.49 -2.08 -0.99
C 1.402611 0.859818 0.569443 -0.61 3.44 0.73
C 1.008183 -1.498394 0.039849 1.73 -1.12 2.48
Br 1.594593 -0.886200 2.935966 -0.25 0.61 -1.70
H -1.531289 -0.705424 -1.177188 -0.20 -0.88 -0.12
H -3.060032 -0.040224 -0.320564 0.64 -0.23 -0.29
H -0.508756 1.620548 -1.136841 -1.58 -0.82 0.32
H 1.223836 1.179114 -0.507565 0.47 -1.04 1.61
H -2.122769 2.069293 -0.376933 -0.03 0.99 0.20
H 1.377751 1.725136 1.299415 0.64 -0.96 -0.99
H 0.401446 -2.334381 0.480693 1.26 0.54 -0.04
H 2.010968 -1.738647 -0.337519 -0.23 -1.15 0.32
H 0.499751 -1.317935 -0.848677 -1.15 1.64 -1.29
```
Forces are in eV/Å.

Summary:
LUMO energy (spin up / spin down) in eV: 0.787 / -2.441
Spin multiplicity: 3
Orbital gap (spin up / spin down) in eV: 6.3 / 7.1
Highest occupied orbital energy (spin up / spin down) in hartree: -0.203 / -0.352


Energy (a.u.)
-1036.64222 -4094.82255 -419.52119 -2409.92133 -2727.14834 -2769.64891